{"formula": "C4H3NS", "method": "wB97M-V/def2-TZVPD", "largest_force_ev_per_a": 1.40, "de_lowest_kj_mol": 8.0, "homo_lumo_gap_ev": 7.948, "e_homo_ha": -0.3428, "smiles": "C=C(C#N)C=S", "species": ["S", "N", "C", "C", "C", "C", "H", "H", "H"], "positions_angstrom": [[-1.1351, 2.3712, -0.4861], [-0.7173, -0.9029, -2.4734], [-0.3318, 1.2511, 0.3543], [0.6741, -0.9551, 0.6952], [0.0027, -0.0987, -0.0969], [-0.4022, -0.5276, -1.4229], [0.0026, 1.4776, 1.3844], [0.9836, -0.6442, 1.6838], [0.9235, -1.9714, 0.3616]], "nbo_charge": [0.126, -0.273, -0.301, -0.230, -0.225, 0.260, 0.208, 0.209, 0.226]}